ORCA calculation (ωB97M-V/def2-TZVPD) on C21H26Cl5N2O4S as an isolated structure.

Its charge is -1. As for the HOMO energy: -3.668 eV. The value obtained for the HOMO-LUMO gap is 0.2023 Ha. The calculation puts the total energy at -3925.21978 a.u. For the strongest force on any atom, the calculation gives 3.71 eV/Å.

Geometry as XYZ:
```
59
Properties=species:S:1:pos:R:3:forces:R:3:nbo_charge:R:1
C -2.11507 -0.35405 0.91283 1.1 -1.4 -0.4 -0.202
C -1.62318 0.32855 0.05543 0.4 -0.6 -1.0 -0.004
C -0.96141 0.92759 -1.13656 -0.2 1.3 0.8 -0.277
N -0.71247 0.11057 -2.29696 0.2 -0.4 -0.7 -0.463
C 0.14708 0.68682 -3.32814 0.6 0.9 0.7 -0.192
C 0.27494 2.25197 -3.32689 0.7 -0.1 -0.3 -0.414
C 1.53901 2.77753 -2.53577 -0.9 -0.1 -0.1 -0.423
C 1.35500 4.21554 -1.96081 0.4 -0.9 -1.2 -0.641
S 0.69243 4.28452 -0.27586 1.9 2.0 1.7 2.066
O 1.03943 5.59624 0.22436 -0.9 0.1 -0.9 -0.932
O 1.23912 3.27476 0.58351 -1.0 -1.0 -1.1 -0.879
Cl -1.37022 4.26539 -0.37905 0.7 -0.3 -0.2 -0.192
C -0.68156 -1.32740 -2.16266 0.4 -2.0 0.1 -0.022
C -0.18530 -2.09956 -3.46640 0.3 -0.9 0.6 -0.495
C 1.29912 -2.34681 -3.52734 -0.9 1.1 -1.0 0.023
C 2.47860 -2.37413 -3.76876 0.3 0.0 -0.2 -0.306
C -2.17168 -1.91915 -2.01429 -2.5 0.0 0.4 0.750
O -3.09314 -1.08804 -2.17984 0.8 0.9 -0.2 -0.765
O -2.41087 -3.12653 -1.80455 1.7 -0.1 -0.2 -0.754
C 0.29721 -1.85931 -1.05449 0.1 0.6 0.4 0.335
C 1.38770 -1.06727 -0.61195 0.3 1.3 -0.3 -0.288
C 2.31902 -1.43916 0.36220 -1.4 -1.9 -0.1 -0.185
C 2.09409 -2.74720 0.90880 -0.1 1.6 -1.1 -0.287
C 1.00403 -3.44659 0.37388 0.7 -1.3 1.3 0.025
N 0.13076 -3.08004 -0.55611 0.4 0.5 0.0 -0.415
H -2.44201 -1.08034 1.67702 1.4 0.2 -2.3 0.220
H -1.59553 1.79268 -1.42988 0.3 -0.5 0.1 0.214
H -0.00101 1.37023 -0.76296 -0.6 -0.2 0.0 0.183
H -0.18110 0.43221 -4.35489 0.1 -0.3 0.7 0.198
H 1.18797 0.32052 -3.13563 -0.4 0.1 -0.8 0.177
H -0.65068 2.79008 -3.05944 0.4 -0.4 0.1 0.214
H 0.48784 2.53637 -4.38177 -0.3 -0.1 0.5 0.203
H 2.37406 2.76202 -3.26647 -0.3 0.3 0.6 0.218
H 1.83638 2.09212 -1.72178 -0.2 0.3 -0.3 0.233
H 0.75976 4.85081 -2.64545 0.0 -0.3 0.7 0.252
H 2.35858 4.68285 -1.89580 -0.7 -0.1 0.6 0.263
H -0.59904 -1.66076 -4.39108 0.5 0.0 0.4 0.239
H -0.64922 -3.10783 -3.39862 0.1 0.6 0.2 0.293
H 3.51651 -2.32270 -4.06073 -0.6 -0.2 0.4 0.226
H 1.49507 -0.07081 -1.06780 0.0 -0.6 0.3 0.197
H 3.12879 -0.78559 0.69891 -0.3 -0.2 -0.3 0.206
H 2.73574 -3.14297 1.70307 -0.5 -0.1 -0.5 0.218
H 0.84592 -4.45698 0.79794 -0.1 0.5 -0.3 0.172
Cl -4.85064 2.85578 1.91391 0.0 0.0 0.0 -0.059
C -5.63520 1.57714 2.87665 -0.1 -0.1 0.0 -0.385
C -4.65495 0.85456 3.76814 -0.1 -0.4 0.4 -0.409
Cl -3.50130 -0.13318 2.82021 -2.2 1.8 2.4 -0.012
H -6.12872 0.89246 2.18904 0.1 0.0 0.0 0.229
H -6.39897 2.06215 3.48437 0.1 0.0 0.0 0.211
H -5.19230 0.17557 4.43281 -0.1 0.1 0.0 0.213
H -4.08397 1.54989 4.38179 0.0 0.0 -0.1 0.216
Cl 2.86518 -4.22268 4.81504 0.0 0.0 0.0 -0.057
C 3.34588 -2.70630 5.61840 0.0 0.1 0.1 -0.386
C 2.61874 -1.50825 5.05691 0.0 0.1 0.1 -0.393
Cl 3.11993 -1.13880 3.39068 0.1 0.2 0.4 -0.041
H 4.42453 -2.60012 5.51909 -0.1 0.0 -0.1 0.219
H 3.10883 -2.81941 6.67622 -0.1 0.0 0.0 0.216
H 2.84194 -0.62728 5.65886 0.0 -0.1 0.0 0.218
H 1.54038 -1.65769 5.05863 0.1 -0.1 -0.1 0.229
```
Forces are in eV/Å.

---

ORCA calculation (ωB97M-V/def2-TZVPD) on the molecule C21H26FN3O2S.

As for the relative energy (zero: lowest compared OMol25 entry of this formula, charge and spin): 232.6 kJ/mol. As for the HOMO energy: -7.520 eV. The value obtained for the HOMO-LUMO gap is 0.2954 Ha. The calculation puts the total energy at -1628.61261 a.u. For the strongest force on any atom, the calculation gives 0.93 eV/Å.

Geometry as XYZ:
```
54
Properties=species:S:1:pos:R:3:forces:R:3:nbo_charge:R:1
C -3.18234 -0.15184 -3.27729 0.0 0.0 -0.2 -0.251
O -2.91371 -0.16542 -1.89401 0.1 0.0 0.2 -0.506
C -3.88171 -0.57651 -1.03324 -0.2 -0.1 0.3 0.306
C -5.17131 -0.90988 -1.44138 0.2 0.1 -0.2 -0.238
C -6.12048 -1.34401 -0.53365 0.0 -0.1 0.4 -0.262
C -5.76747 -1.46960 0.79559 0.1 0.1 -0.2 0.361
F -6.68547 -1.90073 1.68512 0.0 0.0 0.0 -0.323
C -4.49385 -1.16214 1.22767 -0.2 0.0 -0.1 -0.209
C -3.54216 -0.69372 0.32855 -0.4 -0.3 -0.2 -0.189
C -2.20103 -0.37854 0.91235 0.2 0.2 -0.4 0.611
O -1.75379 -1.06001 1.80505 0.0 0.0 0.1 -0.531
C -1.50345 0.85953 0.40029 0.4 0.1 0.4 -0.360
C -2.38077 2.09591 0.64623 0.0 0.0 -0.4 -0.392
C -1.64042 3.34872 0.18453 0.1 -0.1 0.3 -0.418
C -0.26995 3.42459 0.87040 -0.1 0.2 -0.1 -0.211
N 0.55105 2.25101 0.65941 0.1 0.1 0.0 -0.443
C 1.12982 2.16230 -0.67312 0.0 0.0 0.1 -0.252
C 2.16349 1.09419 -0.73587 0.1 -0.1 -0.2 -0.253
C 2.13409 -0.08482 -1.40314 -0.1 0.7 0.2 -0.022
N 3.21712 -0.89318 -1.27543 0.3 -0.8 -0.3 -0.535
C 4.10327 -0.36432 -0.49663 -0.2 0.9 0.2 0.299
N 5.28089 -0.91722 -0.18790 0.3 -0.2 0.2 -0.424
C 5.60993 -2.28417 -0.54028 0.0 -0.4 -0.2 -0.207
C 6.60125 -2.70183 0.54291 0.0 0.1 -0.1 -0.407
C 7.31320 -1.38816 0.86687 -0.1 0.0 0.0 -0.406
C 6.18535 -0.36076 0.79276 0.1 0.3 0.2 -0.214
S 3.66385 1.22341 0.15343 -0.2 -0.5 -0.3 0.314
C -0.14231 1.05381 1.08721 -0.1 -0.3 0.1 -0.215
H -2.24908 0.14912 -3.75122 -0.1 0.0 0.0 0.204
H -3.96302 0.57275 -3.52896 0.0 0.0 0.0 0.178
H -3.46763 -1.14278 -3.64188 0.0 0.0 0.0 0.182
H -5.45348 -0.82874 -2.47845 0.0 0.0 -0.1 0.215
H -7.12017 -1.58978 -0.85450 -0.1 0.0 0.0 0.231
H -4.22355 -1.27894 2.26548 0.0 0.0 0.1 0.247
H -1.35330 0.73978 -0.67476 -0.1 0.0 0.1 0.244
H -2.59309 2.17399 1.71608 -0.1 0.0 0.1 0.201
H -3.33272 1.99937 0.11890 0.0 0.0 0.1 0.213
H -2.22130 4.23981 0.42872 0.0 0.0 -0.1 0.212
H -1.50898 3.31914 -0.89939 0.0 0.0 -0.1 0.194
H 0.28030 4.30257 0.52299 0.0 0.0 0.1 0.198
H -0.41762 3.52282 1.95098 0.0 0.1 0.0 0.192
H 1.59327 3.13201 -0.88519 -0.1 0.0 -0.1 0.208
H 0.38797 1.95923 -1.46510 0.1 0.1 0.0 0.176
H 1.32233 -0.41839 -2.02599 -0.2 0.0 -0.1 0.202
H 6.07340 -2.30764 -1.53384 -0.1 -0.1 0.0 0.188
H 4.70373 -2.89136 -0.57020 0.1 0.0 0.0 0.225
H 6.06564 -3.06261 1.42156 0.0 0.0 0.0 0.205
H 7.28334 -3.47844 0.20463 0.0 -0.1 0.0 0.218
H 8.06358 -1.17472 0.10512 0.0 0.0 0.0 0.204
H 7.79678 -1.39827 1.84096 0.1 0.1 0.0 0.219
H 5.67773 -0.24898 1.76050 0.0 0.0 0.0 0.190
H 6.53010 0.62900 0.47806 0.0 0.0 0.1 0.204
H 0.49433 0.18815 0.89519 0.0 0.0 0.1 0.224
H -0.29377 1.12412 2.16837 0.0 -0.1 0.0 0.203
```
Forces are in eV/Å.

---

ORCA calculation (ωB97M-V/def2-TZVPD) on the molecule C21H26N2O.

As for the relative energy (zero: lowest compared OMol25 entry of this formula, charge and spin): 103.9 kJ/mol. As for the HOMO energy: -7.812 eV. The value obtained for the HOMO-LUMO gap is 0.3118 Ha. The calculation puts the total energy at -1000.55857 a.u. For the strongest force on any atom, the calculation gives 2.50 eV/Å.

Geometry as XYZ:
```
50
Properties=species:S:1:pos:R:3:forces:R:3:nbo_charge:R:1
O 3.06979 0.16166 2.88694 -0.4 0.8 -0.6 -0.550
C 2.05276 -0.07079 2.25813 0.7 -0.3 1.8 0.614
C 1.85450 -1.47493 1.75134 -1.9 -0.6 0.5 -0.522
C 0.33461 -1.70664 1.52168 0.3 0.5 0.1 -0.203
C -0.44496 -1.30645 2.80609 -0.7 -0.8 -0.4 -0.427
C -0.06648 0.07949 3.30406 -0.2 0.1 1.0 -0.387
C 0.78696 0.79132 2.29258 0.8 -0.6 -0.8 -0.354
C 0.04473 0.71549 0.95750 0.8 1.4 -1.4 0.001
N 0.66628 1.68307 -0.01992 -1.4 -0.2 -0.8 -0.475
C 0.15224 3.08233 0.10027 0.7 -0.9 0.7 -0.209
C 0.49324 3.93631 -1.09162 0.4 -0.2 -1.2 -0.403
C 2.00145 3.89792 -1.41604 -0.7 -0.4 0.5 -0.400
C 2.47138 2.46426 -1.54913 0.5 -1.0 0.3 -0.393
C 2.10810 1.60502 -0.31870 -0.8 0.9 -0.1 -0.225
C -0.05880 -0.72761 0.37826 0.3 -0.5 0.2 -0.267
C -1.38225 -1.11625 -0.21047 -1.0 1.5 -0.6 -0.021
C -2.61645 -0.45827 -0.18251 2.0 -0.5 0.5 -0.037
N -3.46735 -1.09355 -1.04528 -0.6 -0.3 -0.3 -0.550
C -2.80821 -2.14957 -1.67454 -0.9 1.5 0.6 0.197
C -3.27298 -3.02587 -2.60692 -1.6 -0.6 -0.8 -0.254
C -2.46092 -4.00073 -3.13601 0.4 0.3 0.2 -0.220
C -1.12658 -4.01428 -2.74113 0.6 1.8 1.6 -0.227
C -0.63690 -3.08022 -1.76243 -1.1 -1.3 -1.2 -0.187
C -1.51826 -2.15317 -1.20561 1.1 -0.4 0.5 -0.135
H 2.36520 -1.59998 0.82578 0.6 -0.2 -0.8 0.230
H 2.21381 -2.21459 2.47911 0.3 0.5 -0.1 0.237
H 0.13435 -2.76317 1.26434 0.0 0.5 0.0 0.226
H -1.54604 -1.33243 2.65400 0.6 -0.1 -0.3 0.217
H -0.28284 -2.02057 3.60444 0.2 -0.4 0.1 0.216
H -0.98811 0.65604 3.42540 0.2 0.1 0.3 0.210
H 0.46754 0.00544 4.26515 -0.3 0.2 -0.2 0.219
H 0.99189 1.82508 2.57979 0.1 -0.2 -0.1 0.238
H -0.97631 1.08733 1.13656 0.3 0.0 -0.1 0.200
H -0.93730 3.04909 0.17269 0.1 -0.2 0.3 0.200
H 0.55851 3.58293 1.01407 -0.2 -0.2 -0.2 0.155
H -0.02451 3.52225 -1.97320 0.0 0.1 0.2 0.199
H 0.13152 4.96429 -0.95826 0.1 -0.2 0.1 0.210
H 2.18485 4.34529 -2.38284 0.2 0.7 0.0 0.212
H 2.53742 4.38437 -0.58634 0.1 0.1 -0.5 0.196
H 3.57355 2.44377 -1.65494 -0.4 0.0 0.1 0.208
H 2.07577 1.98393 -2.45725 -0.1 0.2 0.2 0.201
H 2.51179 0.59910 -0.43203 -0.5 -0.2 -0.1 0.203
H 2.63177 2.03108 0.51317 0.8 0.4 0.8 0.166
H 0.67635 -0.84732 -0.46675 -0.4 0.2 0.8 0.224
H -2.87666 0.42275 0.42738 -0.1 -0.7 -0.7 0.216
H -4.36109 -0.73921 -1.33206 -0.1 -0.1 0.1 0.408
H -4.31233 -2.95607 -2.90240 -0.1 -0.1 -0.1 0.207
H -2.82206 -4.72241 -3.86220 0.0 0.2 0.1 0.217
H -0.47344 -4.68110 -3.23685 0.8 -0.7 -0.1 0.209
H 0.37045 -3.06440 -1.41326 0.7 -0.3 -0.1 0.206
```
Forces are in eV/Å.

---

ORCA calculation (ωB97M-V/def2-TZVPD) on the molecule C21H26N2O2.

As for the relative energy (zero: lowest compared OMol25 entry of this formula, charge and spin): 213.8 kJ/mol. As for the HOMO energy: -8.698 eV. The value obtained for the HOMO-LUMO gap is 0.3392 Ha. The calculation puts the total energy at -1075.80629 a.u. For the strongest force on any atom, the calculation gives 0.63 eV/Å.

Geometry as XYZ:
```
51
Properties=species:S:1:pos:R:3:forces:R:3:nbo_charge:R:1
C 0.99008 4.54227 3.85380 0.1 0.3 -0.1 -0.244
O 0.58407 3.31615 4.42326 0.0 -0.6 -0.1 -0.546
C 0.84715 2.21312 3.62630 0.0 -0.1 -0.2 0.367
C -0.13244 1.75454 2.73998 0.0 0.2 0.2 -0.069
C -1.44977 2.46221 2.62747 0.0 0.1 0.0 -0.639
C 0.12570 0.63421 1.96614 0.3 -0.1 0.1 -0.180
C 1.34581 -0.03244 2.05250 0.2 0.4 0.4 -0.168
C 1.70438 -1.22700 1.24645 -0.2 -0.2 -0.2 0.597
O 2.77781 -1.77501 1.38291 0.0 0.0 0.0 -0.548
C 0.69555 -1.71672 0.22343 0.5 -0.2 -0.2 -0.321
C 0.98270 -3.15244 -0.21120 -0.2 0.1 0.1 -0.393
C -0.02206 -3.55279 -1.28388 0.2 0.1 -0.1 -0.400
C 0.01277 -2.56074 -2.44199 -0.2 -0.3 0.1 -0.224
N -0.26258 -1.22087 -1.95881 0.1 0.1 -0.1 -0.430
C -0.43383 -0.26253 -3.03914 0.1 0.0 0.1 -0.243
C -1.70915 -0.53634 -3.79040 0.2 -0.1 -0.4 0.206
C -1.70694 -1.16621 -5.03208 -0.1 0.1 0.1 -0.256
C -2.91650 -1.41444 -5.65894 -0.1 0.0 0.0 -0.169
C -4.08701 -1.02593 -5.02756 0.1 0.0 -0.1 -0.263
C -3.98225 -0.39660 -3.79631 -0.3 -0.1 -0.1 0.044
N -2.83192 -0.15591 -3.19609 0.1 0.2 0.4 -0.417
C 0.75186 -0.80590 -1.01243 -0.2 0.1 0.2 -0.208
C 2.29805 0.43450 2.95781 -0.2 0.0 -0.1 -0.152
C 2.06799 1.54356 3.75205 -0.1 0.1 0.1 -0.076
C 3.10470 2.01223 4.72784 0.0 0.1 0.0 -0.637
H 2.06918 4.56071 3.66795 0.0 0.0 0.0 0.173
H 0.46678 4.73874 2.91180 0.0 0.0 0.0 0.172
H 0.73380 5.31327 4.57846 0.0 0.0 -0.1 0.196
H -1.44208 3.14436 1.77641 -0.1 0.1 0.0 0.219
H -1.64820 3.03573 3.52928 -0.1 0.0 0.0 0.231
H -2.25395 1.74661 2.47416 -0.1 0.0 0.0 0.221
H -0.64848 0.29432 1.29622 -0.1 -0.1 -0.1 0.214
H -0.31364 -1.66912 0.63823 0.0 0.1 0.0 0.221
H 0.91627 -3.82223 0.64781 0.1 0.0 0.0 0.216
H 2.00031 -3.21276 -0.60187 0.0 0.0 0.1 0.214
H 0.19692 -4.55468 -1.65681 0.0 0.0 0.0 0.209
H -1.02722 -3.55595 -0.85865 -0.1 -0.1 0.0 0.203
H -0.75294 -2.82724 -3.17442 0.1 0.0 0.0 0.208
H 0.99997 -2.60918 -2.94109 0.0 0.0 0.0 0.157
H -0.51416 0.72969 -2.58903 0.0 0.0 -0.1 0.220
H 0.42350 -0.26899 -3.73733 0.0 0.0 0.1 0.166
H -0.77501 -1.45212 -5.49707 0.1 0.0 0.0 0.218
H -2.94481 -1.90302 -6.62264 0.0 0.0 -0.1 0.216
H -5.05098 -1.20186 -5.47902 -0.1 0.0 0.0 0.219
H -4.86330 -0.06362 -3.26240 -0.1 0.0 0.0 0.191
H 0.56010 0.23035 -0.72444 0.0 0.0 -0.1 0.208
H 1.76789 -0.85676 -1.44730 0.0 0.0 0.0 0.170
H 3.23513 -0.09791 3.03071 0.1 -0.1 0.0 0.233
H 2.64385 2.60837 5.51158 0.1 0.0 0.1 0.229
H 3.61177 1.16134 5.17620 0.1 0.0 0.0 0.223
H 3.85513 2.62101 4.22215 0.1 0.1 0.0 0.219
```
Forces are in eV/Å.